Entry 1:
Computed, not measured: a structure of composition C11H28BIN2NbO9S in a non-equilibrium geometry, with ωB97M-V/def2-TZVPD.

Results
Kohn-Sham gap ... 6.26 eV
E_tot ... -54424.604 eV
Charge ... -1

Last column: natural (NBO) charge in e.
CARTESIAN COORDINATES (ANGSTROEM)
C: 3.442 -1.078 -1.035  -0.28
O: 2.139 -1.192 -1.739  -0.82
B: 1.613 0.189 -2.000  0.74
O: 1.954 0.757 -3.340  -1.00
Nb: 0.393 1.294 -0.388  1.63
N: -1.395 0.555 -1.402  -1.15
I: 2.804 2.384 0.584  -0.28
C: 0.463 -0.522 1.032  -0.94
C: -1.000 -1.308 1.145  -0.23
N: -0.981 -2.052 2.485  -0.89
C: -0.921 2.340 1.135  -0.99
C: -0.150 3.124 2.345  -0.44
C: 0.253 4.681 1.892  -0.09
O: -0.516 5.636 2.757  -0.76
C: 0.245 3.139 -1.793  -0.57
O: -1.005 3.161 -2.570  -0.56
C: -2.011 4.052 -1.967  0.82
C: -3.464 3.334 -1.566  -0.73
O: -1.852 5.360 -1.705  -0.63
H: 3.931 -0.036 -1.335  0.19
H: 4.174 -1.979 -1.291  0.18
H: 3.331 -1.081 0.140  0.19
H: 1.129 1.058 -3.825  0.50
H: -1.153 -0.425 -1.678  0.38
H: -2.231 0.600 -0.778  0.36
H: 1.239 -1.343 0.708  0.23
H: 0.710 -0.104 2.122  0.24
H: -1.134 -2.133 0.298  0.19
H: -1.915 -0.576 1.040  0.18
H: -1.881 -1.938 3.002  0.35
H: -0.759 -3.070 2.308  0.36
H: -1.680 3.100 0.644  0.21
H: -1.603 1.503 1.642  0.22
H: 0.737 2.545 2.841  0.22
H: -0.958 3.275 3.211  0.20
H: -0.147 4.885 0.792  0.19
H: 1.391 4.918 2.024  0.19
H: -1.400 5.773 2.265  0.46
H: 1.139 3.120 -2.583  0.21
H: 0.409 4.154 -1.186  0.21
H: -3.283 2.515 -0.721  0.24
H: -4.171 4.172 -1.140  0.23
H: -3.905 2.774 -2.503  0.24
C: 1.832 -5.850 -0.264  -0.10
C: 0.768 -6.866 -0.671  -0.10
O: -0.238 -6.776 0.336  -0.68
S: -0.302 -5.242 0.887  2.49
O: -1.374 -4.560 0.197  -0.87
O: -0.182 -5.268 2.326  -0.88
O: 1.113 -4.733 0.257  -0.66
H: 2.470 -6.245 0.533  0.19
H: 2.454 -5.543 -1.108  0.22
H: 1.164 -7.882 -0.731  0.21
H: 0.311 -6.596 -1.629  0.19


Entry 2:
Computed, not measured: a cluster of 3 separate species, C11H28N8O6 in total in a non-equilibrium geometry, with ωB97M-V/def2-TZVPD.

Results
Kohn-Sham gap ... 8.84 eV
E_tot ... -36068.945 eV
Charge ... 0

Last column: natural (NBO) charge in e.
CARTESIAN COORDINATES (ANGSTROEM)
C: 1.740 -0.958 3.845  -0.60
C: 1.133 -0.704 2.466  -0.21
N: 1.740 0.477 1.859  -0.53
C: 1.857 0.490 0.396  -0.25
C: 0.863 -0.278 -0.442  -0.10
O: -0.532 -0.010 -0.102  -0.55
C: -1.366 -0.835 -0.757  1.01
O: -1.159 -1.278 -1.887  -0.65
O: -2.481 -1.154 -0.094  -0.50
C: -2.514 -0.974 1.329  -0.10
C: -3.351 0.250 1.723  0.36
N: -2.907 0.712 3.021  -0.85
N: -3.227 1.375 0.820  -0.86
N: -4.749 -0.184 1.791  -0.84
C: 1.250 1.705 2.394  0.74
C: -0.136 2.192 2.045  -0.76
O: 1.946 2.379 3.138  -0.53
H: 2.801 -1.112 3.712  0.21
H: 1.291 -1.832 4.293  0.20
H: 1.613 -0.098 4.486  0.21
H: 0.065 -0.532 2.615  0.17
H: 1.318 -1.582 1.867  0.21
H: 1.900 1.513 0.056  0.24
H: 2.818 0.058 0.145  0.22
H: 1.048 -1.342 -0.430  0.21
H: 1.022 0.037 -1.462  0.22
H: -3.028 -1.843 1.712  0.21
H: -1.527 -0.957 1.758  0.21
H: -3.353 0.155 3.733  0.38
H: -3.186 1.676 3.122  0.37
H: -2.295 1.759 0.827  0.37
H: -3.505 1.136 -0.116  0.37
H: -5.103 -0.336 0.855  0.36
H: -5.258 0.615 2.145  0.36
H: -0.086 3.269 2.008  0.24
H: -0.816 1.936 2.844  0.26
H: -0.490 1.833 1.092  0.22
C: 1.921 2.573 -3.115  0.78
O: 2.180 2.337 -1.946  -0.68
N: 2.854 2.449 -4.106  -0.85
N: 0.679 2.976 -3.520  -0.85
H: 2.665 2.636 -5.071  0.39
H: 3.772 2.154 -3.835  0.41
H: -0.024 3.073 -2.814  0.41
H: 0.444 3.173 -4.473  0.39
C: 1.606 -3.645 -2.982  0.77
O: 1.822 -3.699 -1.782  -0.68
N: 2.553 -4.007 -3.907  -0.86
N: 0.417 -3.214 -3.493  -0.85
H: 2.402 -3.972 -4.896  0.38
H: 3.435 -4.325 -3.558  0.41
H: -0.288 -2.923 -2.838  0.43
H: 0.227 -3.145 -4.473  0.38


Entry 3:
Computed, not measured: a cluster of 3 separate species, C11H28NO5P in total, with ωB97M-V/def2-TZVPD.

Results
Kohn-Sham gap ... 10.07 eV
E_tot ... -32874.244 eV
Charge ... 0

Last column: natural (NBO) charge in e.
CARTESIAN COORDINATES (ANGSTROEM)
C: -1.276 0.393 -0.828  -0.72
C: -1.731 -1.022 -0.613  0.72
O: -2.798 -1.307 -0.137  -0.55
N: -0.806 -2.037 -1.080  -0.79
C: -1.450 -2.919 -2.062  -0.41
P: -0.003 -2.773 0.261  0.51
H: -0.192 0.468 -0.827  0.24
H: -1.630 0.704 -1.814  0.24
H: -1.720 1.048 -0.082  0.24
H: -0.678 -3.403 -2.657  0.21
H: -2.071 -3.681 -1.583  0.19
H: -2.080 -2.331 -2.729  0.20
H: -0.821 -3.922 0.430  -0.06
H: 0.978 -3.457 -0.488  -0.03
C: 3.441 -2.647 1.690  -0.26
O: 3.872 -3.070 0.410  -0.56
C: 4.857 -2.233 -0.168  -0.09
C: 6.253 -2.799 -0.016  -0.09
O: 6.659 -2.869 1.338  -0.55
C: 6.530 -4.158 1.908  -0.25
H: 2.849 -3.458 2.114  0.19
H: 4.284 -2.437 2.353  0.18
H: 2.807 -1.758 1.616  0.17
H: 4.814 -1.232 0.275  0.17
H: 4.630 -2.140 -1.235  0.18
H: 6.956 -2.144 -0.540  0.18
H: 6.301 -3.789 -0.482  0.17
H: 7.290 -4.840 1.512  0.17
H: 5.541 -4.583 1.724  0.18
H: 6.681 -4.051 2.981  0.19
C: -4.087 3.244 1.412  -0.26
O: -3.102 3.808 0.565  -0.55
C: -3.376 3.644 -0.814  -0.09
C: -3.965 4.890 -1.440  -0.09
O: -5.238 5.208 -0.910  -0.55
C: -5.210 6.223 0.075  -0.25
H: -3.876 3.588 2.423  0.19
H: -5.093 3.561 1.126  0.18
H: -4.043 2.149 1.393  0.17
H: -4.051 2.796 -0.969  0.18
H: -2.428 3.417 -1.313  0.18
H: -4.086 4.719 -2.514  0.18
H: -3.274 5.730 -1.307  0.17
H: -5.013 7.202 -0.376  0.17
H: -4.454 6.026 0.838  0.18
H: -6.193 6.245 0.542  0.19


Entry 4:
Computed, not measured: a structure of composition C11H29As3O7P2Pt in a non-equilibrium geometry, with ωB97M-V/def2-TZVPD.

Results
Kohn-Sham gap ... 4.10 eV
E_tot ... -230539.145 eV
Charge ... +2

Last column: natural (NBO) charge in e.
CARTESIAN COORDINATES (ANGSTROEM)
Pt: 1.475 -1.535 -1.098  1.04
C: -0.623 -0.885 -3.845  -0.95
As: -0.123 -0.079 -2.178  1.32
C: 0.815 1.548 -2.569  -0.95
C: -1.796 0.262 -1.261  -0.73
C: -1.785 0.504 0.254  -0.06
C: -0.730 1.545 0.626  -0.64
C: -1.545 -0.843 0.960  -0.74
As: 0.234 -1.592 0.946  1.34
C: 0.036 -3.474 1.295  -0.96
C: 1.284 -0.848 2.366  -0.95
C: -3.208 0.966 0.625  -0.74
As: -3.819 1.627 2.421  0.96
C: -2.669 0.680 3.706  -0.98
C: -2.871 3.339 2.469  -0.96
H: -1.327 -0.190 -4.304  0.27
H: -1.118 -1.839 -3.671  0.26
H: 0.256 -1.017 -4.469  0.29
H: 0.050 2.267 -2.867  0.27
H: 1.489 1.356 -3.402  0.28
H: 1.371 1.917 -1.710  0.29
H: -2.447 -0.580 -1.511  0.25
H: -2.186 1.136 -1.791  0.27
H: 0.276 1.257 0.299  0.20
H: -0.697 1.699 1.704  0.24
H: -0.961 2.509 0.169  0.25
H: -2.206 -1.618 0.568  0.26
H: -1.742 -0.752 2.031  0.29
H: -0.447 -3.560 2.269  0.28
H: 1.012 -3.952 1.329  0.28
H: -0.594 -3.942 0.540  0.26
H: 0.670 -0.879 3.266  0.27
H: 1.565 0.174 2.133  0.28
H: 2.174 -1.461 2.497  0.28
H: -3.909 0.163 0.376  0.23
H: -3.477 1.803 -0.028  0.24
H: -2.970 -0.365 3.792  0.23
H: -2.870 1.143 4.672  0.26
H: -1.597 0.761 3.521  0.19
H: -3.185 3.944 1.619  0.24
H: -1.785 3.263 2.486  0.21
H: -3.196 3.853 3.373  0.25
O: 4.737 -0.265 0.315  -0.98
P: 3.823 0.495 -0.704  2.54
O: 3.865 1.946 -0.739  -1.01
O: 2.323 0.015 -0.292  -0.91
O: 4.088 -0.192 -2.139  -1.07
P: 3.650 -1.686 -2.538  2.55
O: 4.811 -2.204 -3.408  -0.95
O: 2.276 -1.567 -3.196  -1.11
O: 3.441 -2.437 -1.225  -1.08
H: 5.537 0.215 0.577  0.55
H: 4.625 -2.622 -4.260  0.56


Repeat the second record exactly.
Computed, not measured: a cluster of 3 separate species, C11H28N8O6 in total in a non-equilibrium geometry, with ωB97M-V/def2-TZVPD.

Results
Kohn-Sham gap ... 8.84 eV
E_tot ... -36068.945 eV
Charge ... 0

Last column: natural (NBO) charge in e.
CARTESIAN COORDINATES (ANGSTROEM)
C: 1.740 -0.958 3.845  -0.60
C: 1.133 -0.704 2.466  -0.21
N: 1.740 0.477 1.859  -0.53
C: 1.857 0.490 0.396  -0.25
C: 0.863 -0.278 -0.442  -0.10
O: -0.532 -0.010 -0.102  -0.55
C: -1.366 -0.835 -0.757  1.01
O: -1.159 -1.278 -1.887  -0.65
O: -2.481 -1.154 -0.094  -0.50
C: -2.514 -0.974 1.329  -0.10
C: -3.351 0.250 1.723  0.36
N: -2.907 0.712 3.021  -0.85
N: -3.227 1.375 0.820  -0.86
N: -4.749 -0.184 1.791  -0.84
C: 1.250 1.705 2.394  0.74
C: -0.136 2.192 2.045  -0.76
O: 1.946 2.379 3.138  -0.53
H: 2.801 -1.112 3.712  0.21
H: 1.291 -1.832 4.293  0.20
H: 1.613 -0.098 4.486  0.21
H: 0.065 -0.532 2.615  0.17
H: 1.318 -1.582 1.867  0.21
H: 1.900 1.513 0.056  0.24
H: 2.818 0.058 0.145  0.22
H: 1.048 -1.342 -0.430  0.21
H: 1.022 0.037 -1.462  0.22
H: -3.028 -1.843 1.712  0.21
H: -1.527 -0.957 1.758  0.21
H: -3.353 0.155 3.733  0.38
H: -3.186 1.676 3.122  0.37
H: -2.295 1.759 0.827  0.37
H: -3.505 1.136 -0.116  0.37
H: -5.103 -0.336 0.855  0.36
H: -5.258 0.615 2.145  0.36
H: -0.086 3.269 2.008  0.24
H: -0.816 1.936 2.844  0.26
H: -0.490 1.833 1.092  0.22
C: 1.921 2.573 -3.115  0.78
O: 2.180 2.337 -1.946  -0.68
N: 2.854 2.449 -4.106  -0.85
N: 0.679 2.976 -3.520  -0.85
H: 2.665 2.636 -5.071  0.39
H: 3.772 2.154 -3.835  0.41
H: -0.024 3.073 -2.814  0.41
H: 0.444 3.173 -4.473  0.39
C: 1.606 -3.645 -2.982  0.77
O: 1.822 -3.699 -1.782  -0.68
N: 2.553 -4.007 -3.907  -0.86
N: 0.417 -3.214 -3.493  -0.85
H: 2.402 -3.972 -4.896  0.38
H: 3.435 -4.325 -3.558  0.41
H: -0.288 -2.923 -2.838  0.43
H: 0.227 -3.145 -4.473  0.38


Which value of charge does entry 2 give?
0


Look up the E_tot of the third one.
-32874.244 eV